(1)
A cluster of 2 separate species, C6H9NO in total. Source: the Open Molecules 2025 dataset; level of theory: wB97M-V/def2-TZVPD.

Strongest force on any atom: 5.7 eV/Å
Charge: 0
ΔE to the lowest compared entry with this formula, charge and spin: 651.6 kJ/mol
Orbital gap (spin up / spin down): 8.246 / 8.234 eV
Lowest unoccupied orbital energy (spin up / spin down): -0.14 / -0.18 eV
M: 111.1 g mol⁻¹

Geometry as XYZ:
```
17
C6H9NO | the Open Molecules 2025 dataset | wB97M-V/def2-TZVPD
O -0.722 -1.575 0.675
N -1.090 -2.172 -0.497
C 0.962 -1.380 -0.750
C -0.769 1.592 0.490
C -0.989 2.419 -0.725
C -0.072 -2.112 -1.299
C 0.579 -0.995 0.476
C 1.087 -0.239 1.646
H -0.986 3.530 -0.403
H -1.900 2.185 -1.340
H 1.716 -0.879 2.341
H -1.281 0.555 0.588
H 0.139 0.074 2.155
H -0.139 2.262 -1.387
H 1.711 0.476 1.381
H -0.169 -2.534 -2.306
H 1.925 -1.207 -1.046
```

=====

(2)
A cluster of 3 separate species, C16H28F4I2N4O2 in total. Source: the Open Molecules 2025 dataset; level of theory: wB97M-V/def2-TZVPD.

Strongest force on any atom: 12.7 eV/Å
Charge: 0
ΔE to the lowest compared entry with this formula, charge and spin: 759.0 kJ/mol
Orbital gap: 7.454 eV
Lowest unoccupied orbital energy: -1.18 eV
M: 638.2 g mol⁻¹

Geometry as XYZ:
```
56
C16H28F4I2N4O2 | the Open Molecules 2025 dataset | wB97M-V/def2-TZVPD
I -1.464 -1.246 -2.578
I 1.487 -1.472 -3.430
F 4.099 -6.724 -3.790
F 4.629 -4.526 -4.593
F 2.436 -5.606 -5.105
F 0.662 -5.920 -2.558
O 2.850 4.563 3.562
O -3.193 3.640 1.720
N 3.911 -6.576 -0.590
N -2.474 2.319 -0.729
N 0.997 -3.347 0.156
N 0.455 3.294 2.605
C 1.963 1.486 3.247
C -4.575 3.927 1.872
C 1.764 2.683 2.321
C 1.352 -4.577 -2.531
C -3.063 1.539 0.371
C 3.493 -5.374 -4.093
C 3.415 3.989 4.732
C -2.874 2.246 1.733
C 3.495 -5.703 -1.473
C 2.906 3.723 2.406
C 0.618 -3.525 -3.553
C -4.523 1.240 0.039
C -0.998 -3.338 -3.164
C -1.965 -3.673 -4.486
C 2.981 -4.685 -2.697
C 1.093 -4.010 -0.979
H 1.746 2.297 1.295
H -1.345 -4.128 -2.340
H 4.277 3.355 4.506
H -2.542 0.576 0.425
H 0.542 3.797 3.493
H 2.655 3.423 5.274
H -5.077 2.129 -0.270
H -5.062 3.945 0.894
H -4.586 0.524 -0.789
H 0.626 -3.845 -4.682
H -3.415 1.729 2.534
H 3.889 3.249 2.315
H -4.669 4.927 2.305
H 1.760 1.723 4.294
H -1.477 2.437 -0.546
H -2.982 -4.166 -4.125
H 1.282 0.673 2.969
H -5.075 3.215 2.535
H -2.221 -2.700 -5.085
H 0.288 4.035 1.924
H -5.037 0.797 0.897
H 3.467 -3.632 -2.509
H 2.984 1.100 3.174
H 3.746 4.803 5.383
H -1.810 2.192 1.993
H 2.807 4.399 1.548
H -2.846 3.270 -0.659
H -1.405 -4.474 -5.167
```

=====

(3)
A cluster of 7 separate species, C24H34BN6 in total. Source: the Open Molecules 2025 dataset; level of theory: wB97M-V/def2-TZVPD.

Strongest force on any atom: 16.4 eV/Å
Charge: -1
ΔE to the lowest compared entry with this formula, charge and spin: 132.1 kJ/mol
Orbital gap: 8.073 eV
Lowest unoccupied orbital energy: 2.68 eV
M: 417.4 g mol⁻¹

Geometry as XYZ:
```
65
C24H34BN6 | the Open Molecules 2025 dataset | wB97M-V/def2-TZVPD
N 3.522 -4.416 1.176
N -1.455 4.127 -2.351
N -0.985 2.232 -4.902
N -3.055 -1.970 2.750
N 1.491 -0.850 -2.312
N 1.072 0.273 2.873
C 3.053 1.011 3.671
C 4.601 -4.375 3.227
C -4.846 -2.942 4.009
C 3.835 -3.071 3.180
C -2.444 5.861 -1.301
C -1.983 4.987 -0.258
C -1.383 3.843 -1.004
C 2.288 0.770 2.446
C -1.896 1.620 -4.055
C 2.610 -1.995 -4.068
C 2.134 0.886 4.877
C 3.081 -3.164 1.750
C 4.456 -5.061 1.868
C -1.493 3.042 -5.857
C -3.521 -3.486 4.398
C 3.531 -1.081 -3.347
C -2.446 -2.802 3.691
C -2.107 5.291 -2.661
C -4.481 -1.922 2.883
C 0.871 0.385 4.296
C 1.262 -1.764 -3.304
C 2.808 -0.320 -2.210
C -3.141 2.137 -4.392
C -3.023 3.074 -5.543
B -0.719 -0.204 0.028
H -1.603 0.158 0.832
H 3.678 -2.304 4.009
H -2.174 5.650 -3.621
H -1.456 -2.642 3.762
H -0.260 -1.347 0.474
H -3.655 3.792 -6.132
H 3.112 0.361 -1.459
H -0.199 0.324 4.733
H -0.024 1.811 -4.753
H 2.472 0.873 1.581
H -2.574 -1.273 2.299
H -0.999 2.940 -0.594
H 2.220 -2.512 1.223
H 0.244 -2.425 -3.437
H 0.150 0.076 2.120
H 4.207 1.369 3.625
H 0.248 0.610 0.018
H -2.850 6.956 -1.343
H -1.420 -0.494 -0.834
H -4.094 2.061 -3.834
H -2.233 5.150 0.863
H 2.214 1.204 6.047
H 5.046 -6.043 1.551
H -6.013 -3.024 4.528
H 4.524 -0.920 -3.580
H -5.086 -1.119 2.299
H -3.454 -4.119 5.225
H -1.095 3.574 -3.093
H 0.873 -0.524 -1.550
H -1.481 0.914 -3.270
H 2.919 -2.777 -4.846
H 5.081 -4.931 3.951
H -0.982 3.409 -6.756
H 3.029 -4.926 0.430
```